(1)
Molecular formula: C5H3F
Method: DFT, wB97M-V/def2-TZVPD

**Lowest unoccupied orbital energy (spin up / spin down)**: -1.1 / -1.1 eV
**Highest occupied orbital energy (spin up / spin down)**: -9.286 / -9.279 eV
**HOMO-LUMO gap (spin up / spin down)**: 8.16 / 8.14 eV

Geometry (Å):
C (-1.848, 1.148, 0.319)
C (-2.556, 0.166, -0.049)
C (0.002, -0.420, 0.161)
C (-0.528, 0.798, -0.476)
C (-1.213, -0.536, -0.699)
F (-3.689, -0.450, 0.078)
H (0.742, -0.910, -0.411)
H (0.025, -0.745, 1.124)
H (0.013, 1.603, -1.139)


(2)
Molecular formula: C4H8ClN
Method: DFT, wB97M-V/def2-TZVPD

**Lowest unoccupied orbital energy (spin up / spin down)**: 0.7 / 0.7 eV
**Highest occupied orbital energy (spin up / spin down)**: -8.531 / -8.531 eV
**HOMO-LUMO gap (spin up / spin down)**: 9.20 / 9.20 eV

Geometry (Å):
C (-0.104, 0.553, -1.965)
C (0.328, 1.141, -0.894)
C (-0.618, 0.350, 1.423)
C (0.464, -1.446, 0.371)
N (0.522, -0.089, 0.714)
Cl (1.345, 2.442, -0.415)
H (-0.016, 1.033, -2.928)
H (-0.657, -0.426, -1.818)
H (-1.462, 0.372, 0.764)
H (-0.927, -0.245, 2.195)
H (-0.507, 1.453, 1.560)
H (0.884, -1.863, 1.285)
H (-0.481, -1.773, 0.064)
H (1.229, -1.502, -0.356)


(3)
Molecular formula: C2N4O2S
Method: DFT, wB97M-V/def2-TZVPD

**Charge**: -2
**Lowest unoccupied orbital energy**: 5.7 eV
**Highest occupied orbital energy**: -0.319 eV
**HOMO-LUMO gap**: 6.07 eV

Geometry (Å):
C (1.208, 1.912, 0.257)
C (-0.832, -1.030, 0.999)
N (1.037, 1.146, -0.581)
N (-0.482, -1.059, -2.749)
N (-0.314, -0.896, -1.664)
N (-0.261, -0.777, -0.524)
O (-1.568, -0.114, 1.337)
O (-0.593, -2.157, 1.496)
S (1.806, 2.974, 1.429)


(4)
Molecular formula: CH5Cl3Si2
Method: DFT, wB97M-V/def2-TZVPD

**Lowest unoccupied orbital energy**: 0.3 eV
**Highest occupied orbital energy**: -10.133 eV
**HOMO-LUMO gap**: 10.41 eV
**Structure (SMILES)**: C[Si](Cl)(Cl)[SiH2]Cl

Geometry (Å):
C (1.563, -0.941, -0.028)
Si (-0.432, -0.678, -0.072)
Cl (-1.099, -1.749, -1.692)
Cl (-1.216, -1.691, 1.668)
Si (-0.906, 1.634, -0.104)
Cl (-2.887, 1.967, 0.032)
H (1.806, -1.918, 0.153)
H (1.940, -0.773, -0.933)
H (1.915, -0.331, 0.663)
H (-0.584, 1.895, 1.190)
H (-0.100, 2.584, -0.877)


The records above give, respectively, energy above the lowest of the compared OMol25 structures with the same formula, charge and spin values of 93.84 89.76 46.83 26.59 kcal/mol.